# 1
C11H6IMgN5O6Se3Te2 | ωB97M-V/def2-TZVPD

The geometry in XYZ format:
```
35
C11H6IMgN5O6Se3Te2 ωB97M-V/def2-TZVPD
Mg 1.76162 -1.63059 0.58037
Se 3.06529 -1.01736 -3.44696
Te 3.90578 -0.78412 -1.12501
Te 3.39886 1.85033 -0.48933
Se 1.04093 2.01313 -1.21458
O -1.59588 -1.06131 0.61449
C -0.74710 -0.19712 0.79107
O 0.47383 -0.43522 1.17102
C -1.05690 1.25893 0.61444
C -2.32462 1.65770 0.38805
C -2.64586 3.04723 0.27827
C -1.67385 4.00328 0.53320
C -0.38049 3.61146 0.77717
C 0.07727 2.21883 0.61861
N 0.58336 4.59829 1.08676
O 1.75673 4.23374 1.21071
O 0.24367 5.77685 1.23004
N -3.97422 3.45665 0.02263
O -4.83870 2.59315 -0.14584
O -4.23862 4.66300 -0.02531
H -3.10732 0.91560 0.32972
H -1.93187 5.05038 0.56149
H 0.87437 1.93080 1.29511
Se 3.60853 -4.79005 3.94075
C 3.00782 -3.59517 2.75881
N 2.61944 -2.81584 1.98481
I -1.42155 -6.50834 -1.61725
C -0.26812 -4.80573 -1.51362
C 0.14897 -4.01703 -2.56751
N 0.86124 -3.01877 -2.04430
N 0.94480 -3.11776 -0.71254
C 0.25438 -4.19801 -0.36928
H -0.00698 -4.10458 -3.62850
H 1.42544 -2.29953 -2.55299
H 0.15974 -4.48283 0.66551
```

Output
**Energy relative to the best compared isomer or geometry (same formula, charge and spin)**: 0.457 eV
**Net charge**: -2
**Kohn-Sham gap**: 5.432 eV
**Spin multiplicity**: 1


# 2
C11H7CeN2O6 | ωB97M-V/def2-TZVPD

The geometry in XYZ format:
```
27
C11H7CeN2O6 ωB97M-V/def2-TZVPD
O 2.34474 -6.98730 -2.57176
C 2.35026 -5.99461 -2.00542
Ce 1.82243 -2.06726 -1.17147
C 2.31102 -0.11615 0.38224
O 2.24959 0.82093 1.06992
C 1.07542 -0.39426 -2.61800
O 0.66368 0.12692 -3.57870
C -0.17145 -2.39812 -0.52046
O -1.34287 -2.33124 -0.53465
C 3.74407 -1.36410 -1.81486
O 4.49563 -1.08979 -2.68985
H 1.47587 -3.01994 -2.67391
N -2.04279 2.11371 3.71627
C -1.63774 1.04008 2.98315
O -1.40053 -0.04603 3.50434
C -1.45374 1.33484 1.50253
C -1.89224 2.50967 0.81401
C -1.50025 2.63311 -0.52680
C -0.70572 1.59480 -1.06833
N -0.33596 0.51387 -0.41042
C -0.73224 0.34654 0.81457
H -2.11798 2.03143 4.73275
H -2.07328 3.02184 3.26147
H -2.54058 3.23765 1.35986
H -1.80720 3.47028 -1.16302
H -0.33235 1.61166 -2.06371
H -0.44580 -0.59852 1.27022
```

Output
**Energy relative to the best compared isomer or geometry (same formula, charge and spin)**: 0.000 eV
**Net charge**: +2
**Kohn-Sham gap (alpha / beta)**: 4.841 / 5.005 eV
**Spin multiplicity**: 2
**⟨S²⟩**: 0.759


# 3
C11H7Cl2F17Si | ωB97M-V/def2-TZVPD

The geometry in XYZ format:
```
38
C11H7Cl2F17Si ωB97M-V/def2-TZVPD
C 0.91947 -1.14426 -2.38891
Si 2.46206 -1.60686 -1.41630
Cl 4.18921 -1.06116 -2.45787
Cl 2.41042 -3.68332 -1.50323
C 2.64711 -1.02602 0.37524
C 1.49705 -1.24215 1.29544
C 1.75694 -0.76483 2.75612
F 1.21388 -1.66700 3.53999
F 3.12491 -0.60274 2.92452
C 0.92077 0.59980 3.09847
F -0.08362 0.35398 3.94970
F 1.77404 1.40816 3.76964
C 0.32232 1.47552 1.92870
F 0.35763 2.77639 2.12385
F 0.92883 1.15734 0.74908
C -1.13513 1.08489 1.75910
F -1.75896 1.68119 2.80292
F -1.29247 -0.23013 1.84472
C -1.84713 1.63330 0.43426
F -3.03768 1.95215 0.75610
F -1.17882 2.66646 -0.16930
C -1.86629 0.59260 -0.73418
F -0.63426 0.06841 -0.83733
F -2.68314 -0.34018 -0.29175
C -2.44940 1.12232 -2.14836
F -3.53079 1.81876 -1.80129
F -1.55694 1.96041 -2.68368
C -2.83904 -0.09058 -3.11321
F -1.72827 -0.79732 -3.33361
F -3.25104 0.38296 -4.28302
F -3.75547 -0.88473 -2.55097
H 0.94265 -0.05733 -2.42676
H -0.02452 -1.40312 -1.90925
H 0.95465 -1.58347 -3.35754
H 2.98731 -0.00154 0.31170
H 3.50908 -1.53432 0.88641
H 1.10288 -2.26202 1.28308
H 0.63176 -0.75154 0.81749
```

Output
**Energy relative to the best compared isomer or geometry (same formula, charge and spin)**: 1.000 eV
**Net charge**: 0
**Kohn-Sham gap**: 11.376 eV
**Spin multiplicity**: 1
**SMILES**: C[Si](Cl)(Cl)CCC(F)(F)C(F)(F)C(F)(F)C(F)(F)C(F)(F)C(F)(F)C(F)(F)C(F)(F)F


# 4
C11H7Cl2FeNS2 | ωB97M-V/def2-TZVPD

The geometry in XYZ format:
```
24
C11H7Cl2FeNS2 ωB97M-V/def2-TZVPD
Fe 0.43856 -1.11228 -0.13620
Cl -0.65776 0.93330 -0.03231
C -2.16442 0.70065 -0.86983
C -3.04890 1.74911 -0.97986
C -4.24033 1.52934 -1.65371
C -4.52628 0.28681 -2.19861
C -3.62327 -0.75537 -2.07717
Cl -3.99587 -2.28559 -2.75859
C -2.40741 -0.56324 -1.39987
S -1.27321 -1.87867 -1.24943
H -2.82124 2.71581 -0.55329
H -4.95078 2.33771 -1.75298
H -5.45610 0.11938 -2.72319
S 2.02270 -2.65831 0.16769
C 2.84570 -1.36398 1.00108
C 4.08861 -1.47727 1.59367
C 4.61167 -0.35421 2.22008
C 3.87910 0.82546 2.22921
C 2.64347 0.84552 1.61027
N 2.13956 -0.23171 1.00831
H 4.62094 -2.41689 1.56050
H 5.58199 -0.40359 2.69529
H 4.25700 1.71665 2.70748
H 2.03625 1.74135 1.59144
```

Output
**Net charge**: +1
**Kohn-Sham gap (alpha / beta)**: 5.956 / 5.817 eV
**Spin multiplicity**: 2
**⟨S²⟩**: 0.837


# 5
C11H7CrNO5 | ωB97M-V/def2-TZVPD

The geometry in XYZ format:
```
25
C11H7CrNO5 ωB97M-V/def2-TZVPD
O 0.00011 -0.00109 -3.92270
C 0.00004 -0.00055 -2.77754
Cr -0.00145 0.00433 -0.26347
O -1.54708 -2.60985 0.09506
C -0.95042 -1.61918 -0.06747
C 0.94886 1.62615 -0.08092
O 1.54762 2.61087 0.09576
C -1.61083 0.97162 -0.07626
O -2.60847 1.54766 0.09821
C 1.60865 -0.96885 -0.07514
O 2.60768 -1.54682 0.09754
N -0.02311 0.09026 2.20501
C -0.00798 0.04256 3.56588
C -1.21578 -0.39796 4.15674
C -1.16947 -0.40210 5.53726
C 0.00128 -0.00173 6.19476
C 1.17007 0.41061 5.54784
C 1.21622 0.44934 4.16267
H -0.84828 -0.36044 1.70370
H 0.93286 0.19361 1.71509
H -2.06009 -0.69976 3.50705
H -2.05547 -0.71566 6.02229
H 0.00214 -0.01599 7.29501
H 2.06079 0.71112 6.03629
H 2.05879 0.74744 3.52223
```

Output
**Net charge**: +2
**Kohn-Sham gap (alpha / beta)**: 8.440 / 6.408 eV
**Spin multiplicity**: 5
**⟨S²⟩**: 6.079


# 6
C11H8Br2CdI2N2Se3Te | ωB97M-V/def2-TZVPD

The geometry in XYZ format:
```
30
C11H8Br2CdI2N2Se3Te ωB97M-V/def2-TZVPD
Cd 0.53682 -1.66242 0.60941
Se -1.24864 -3.51864 0.76749
Se -1.02696 -3.78774 3.07069
Te 1.47101 -3.96591 3.38244
Se 2.12709 -1.64006 2.69616
I 0.53236 -3.57726 -2.61756
C 2.65563 -3.43671 -2.74961
I 3.53711 -2.13635 -1.29821
H 2.91125 -3.06777 -3.73225
H 3.05768 -4.42498 -2.57616
Br -2.86634 3.79605 3.56286
C -1.96172 2.35645 2.74292
C -1.73906 1.18943 3.44826
C -1.06549 0.17058 2.79143
N -0.65346 0.28072 1.53278
C -0.87572 1.39963 0.85787
C -1.53004 2.47934 1.43329
C -0.38765 1.38741 -0.55125
C -0.58520 2.48111 -1.38607
C -0.13428 2.41621 -2.68918
Br -0.39048 3.88150 -3.84887
C 0.49502 1.27454 -3.14181
C 0.64488 0.23460 -2.24192
N 0.22775 0.27376 -0.97914
H -2.06826 1.06904 4.47077
H -0.84582 -0.76152 3.29724
H -1.71603 3.40054 0.90078
H -1.08623 3.36979 -1.03415
H 0.85621 1.19405 -4.15760
H 1.12856 -0.67540 -2.56060
```

Output
**Energy relative to the best compared isomer or geometry (same formula, charge and spin)**: 0.000 eV
**Net charge**: 0
**Kohn-Sham gap**: 5.917 eV
**Spin multiplicity**: 1


# 7
C11H8BrGdNO4 | ωB97M-V/def2-TZVPD

The geometry in XYZ format:
```
26
C11H8BrGdNO4 ωB97M-V/def2-TZVPD
Gd -0.41449 -0.63072 -0.19775
O 1.47470 -2.11532 -2.75249
C 0.84047 -1.68454 -1.90337
C -1.30762 1.00581 1.83352
O -1.61473 1.77058 2.61685
C -1.88755 0.74391 -1.60849
O -2.46962 1.43771 -2.32145
C 1.33586 -1.23446 1.65913
O 2.26524 -1.43148 2.32914
C 2.26347 2.07143 -1.07405
H 3.05998 1.33578 -0.83448
H 1.78449 2.09387 -2.07632
C 1.68272 2.75172 -0.06179
H 0.73992 3.30378 -0.26475
H 2.00651 2.53431 0.97863
Br -3.80749 -2.97279 4.37727
C -3.12993 -2.87859 2.59769
C -3.61628 -3.68171 1.54419
C -3.16088 -3.54228 0.21997
C -2.21084 -2.53495 -0.01183
N -1.79478 -1.82038 1.04456
C -2.14902 -1.95347 2.33693
H -4.36692 -4.43347 1.77221
H -3.52368 -4.17436 -0.59951
H -1.78366 -2.31152 -1.03006
H -1.66857 -1.31259 3.04476
```

Output
**Net charge**: +3
**Kohn-Sham gap (alpha / beta)**: 4.261 / 6.035 eV
**Spin multiplicity**: 8
**⟨S²⟩**: 15.911


# 8
C11H8N5O2S | ωB97M-V/def2-TZVPD

The geometry in XYZ format:
```
27
C11H8N5O2S ωB97M-V/def2-TZVPD
S 1.68705 0.13444 -1.67503
C 0.06731 0.15708 -2.07295
C -0.64750 1.37652 -2.22740
C -2.03618 1.35545 -2.30257
C -2.73190 0.12769 -2.32622
C -2.01094 -1.08401 -2.31502
C -0.62542 -1.07564 -2.23893
H -0.08418 2.30854 -2.22238
H -2.58927 2.29230 -2.33665
H -3.81994 0.11510 -2.36633
H -2.53880 -2.03596 -2.35622
H -0.03764 -1.99351 -2.23620
O 3.03797 -2.34139 0.41939
N 2.01628 -2.36677 1.14278
C 1.33225 -1.14396 1.43188
C 1.81646 0.04690 0.85614
N 1.26302 1.19259 1.38213
N 1.63331 2.48567 1.12509
N 0.82636 3.24515 1.83457
N -0.06688 2.50673 2.55797
C 0.21629 1.21406 2.29120
C -0.30173 0.00059 2.80355
C 0.28288 -1.17425 2.39565
O 1.58542 -3.42675 1.65662
H 2.82721 0.12694 0.45032
H -1.10764 0.09720 3.51700
H 0.00625 -2.14070 2.81162
```

Output
**Energy relative to the best compared isomer or geometry (same formula, charge and spin)**: 0.000 eV
**Net charge**: -1
**Kohn-Sham gap**: 6.027 eV
**Spin multiplicity**: 1


# 9
C11H9Br2N7O3RuS2Se4 | ωB97M-V/def2-TZVPD

The geometry in XYZ format:
```
39
C11H9Br2N7O3RuS2Se4 ωB97M-V/def2-TZVPD
Ru -0.06281 0.84164 0.16325
Se -0.44972 3.18725 1.08690
Se -2.19441 4.22446 0.14571
Se -2.70874 1.37673 3.21510
Se -2.17972 0.11791 1.44737
Br 0.60154 -5.74602 -0.91968
C 0.34949 -3.89289 -0.60337
C -0.39556 -3.14472 -1.53699
C -0.53089 -1.80298 -1.28428
N -0.02961 -1.20775 -0.20004
C 0.68411 -1.93245 0.72572
C 0.89080 -3.31913 0.50275
C 1.15156 -1.21771 1.84524
C 1.86116 -1.80167 2.92667
C 2.21887 -1.02454 3.98159
Br 3.16648 -1.78261 5.43794
C 1.89709 0.34602 4.01896
C 1.23303 0.86012 2.93187
N 0.87767 0.13390 1.87047
H -0.81470 -3.59338 -2.42298
H -1.05176 -1.15624 -1.97496
H 1.47033 -3.90877 1.19636
H 2.10653 -2.85240 2.90996
H 2.15660 0.97366 4.85622
H 0.96494 1.90809 2.90766
O 2.22684 2.10156 -3.15505
S 2.37323 0.92942 -2.31632
O 1.29357 -0.02971 -2.44015
O 3.70372 0.40492 -2.19829
S 1.93554 1.72086 -0.32692
N -4.26106 2.23306 -2.86727
N -2.92487 2.02678 -2.57525
N -1.95558 2.45638 -3.34472
C -0.88395 2.05962 -2.67320
N -1.25005 1.42016 -1.55196
N -2.55983 1.40962 -1.50183
H -4.31302 3.13881 -3.32311
H -4.73377 2.30975 -1.96952
H 0.13698 2.23225 -2.98387
```

Output
**Energy relative to the best compared isomer or geometry (same formula, charge and spin)**: 0.239 eV
**Net charge**: -1
**Kohn-Sham gap (alpha / beta)**: 5.488 / 5.392 eV
**Spin multiplicity**: 6
**⟨S²⟩**: 8.797


# 10
C11H9ClNO7RhS2 | ωB97M-V/def2-TZVPD

The geometry in XYZ format:
```
32
C11H9ClNO7RhS2 ωB97M-V/def2-TZVPD
Rh -0.49963 1.68027 0.56865
O -0.11884 -0.26268 1.50880
C 0.08815 -1.20617 0.73852
C 0.43711 -1.15047 -0.68043
C 0.48008 -2.38694 -1.28805
C 0.76021 -2.45977 -2.60128
C 0.95197 -1.31036 -3.42802
C 1.00433 -0.09223 -2.80692
C 0.78307 0.01371 -1.38964
O 0.90346 1.18747 -0.87246
N 0.87166 -3.77580 -3.14360
O 0.50329 -4.73647 -2.46228
O 1.33995 -3.91862 -4.26043
H 0.07400 -2.13221 1.25224
H 0.23741 -3.25494 -0.76381
H 0.86501 -1.40839 -4.50901
H 1.07733 0.84612 -3.39165
Cl -4.40812 2.33774 -2.13853
C -4.43883 1.51388 -0.56409
C -2.97615 1.37622 -0.20173
O -2.44272 2.41435 0.34455
O -2.37413 0.35069 -0.53683
H -4.89840 0.59071 -0.63244
H -4.95934 2.13420 0.12467
C 2.17468 1.16340 4.94496
O 1.42332 2.04008 4.02842
C 1.86807 2.33983 2.84054
S 3.26867 1.81760 2.01943
S 1.01542 3.35963 1.82223
H 2.18860 1.61907 5.89847
H 3.20501 1.01581 4.61460
H 1.59537 0.29429 4.96511
```

Output
**Energy relative to the best compared isomer or geometry (same formula, charge and spin)**: 0.539 eV
**Net charge**: 0
**Kohn-Sham gap (alpha / beta)**: 8.116 / 5.724 eV
**Spin multiplicity**: 5
**⟨S²⟩**: 6.016


# 11
C11H9F6IrN4O9S3 | ωB97M-V/def2-TZVPD

The geometry in XYZ format:
```
43
C11H9F6IrN4O9S3 ωB97M-V/def2-TZVPD
Ir 0.11271 -0.54529 1.14748
O -0.06958 5.37875 0.85811
C 0.02351 4.05319 1.07326
C -0.83097 3.39067 1.95459
C -0.66758 2.03032 2.08251
N 0.27475 1.43287 1.37563
C 1.15653 2.03539 0.58786
C 1.05362 3.39176 0.39430
C 2.20952 1.02618 0.14858
O 3.17032 1.28439 -0.51397
O 1.99569 -0.19439 0.67241
C -1.33229 1.01212 3.00301
O -2.14257 1.29920 3.83249
O -0.83996 -0.22860 2.85431
H -0.80876 5.75301 1.35189
H -1.59026 3.91265 2.52188
H 1.74366 3.93864 -0.23068
F -1.30563 1.27786 -3.67080
C -1.10336 -0.02248 -3.83364
F 0.05435 -0.20583 -4.46922
F -2.08536 -0.53338 -4.56353
S -1.01002 -0.87340 -2.20052
O -0.00866 -0.14818 -1.43944
O -0.70542 -2.24165 -2.51669
N -2.47755 -0.65125 -1.68483
S -2.69718 -0.33406 -0.16015
O -2.47185 1.03303 0.22510
O -2.08541 -1.34337 0.70951
C -4.54063 -0.45849 -0.03774
F -4.85032 -0.47275 1.25457
F -5.08049 0.60663 -0.60933
F -5.01698 -1.55195 -0.61604
C 4.30128 -3.13743 0.23216
N 3.00451 -3.22618 0.87510
C 1.85531 -2.99685 0.25129
N 1.84248 -2.84807 -1.06042
S 0.39888 -2.93140 1.19713
H 5.07020 -3.36252 0.96493
H 4.47357 -2.13116 -0.15882
H 4.37982 -3.87068 -0.57205
H 2.94254 -3.18640 1.88001
H 2.69412 -2.71755 -1.58179
H 0.96344 -2.64331 -1.52847
```

Output
**Energy relative to the best compared isomer or geometry (same formula, charge and spin)**: 1.808 eV
**Net charge**: 0
**Kohn-Sham gap**: 7.602 eV
**Spin multiplicity**: 1


# 12
C11H9N2 | ωB97M-V/def2-TZVPD

The geometry in XYZ format:
```
22
C11H9N2 ωB97M-V/def2-TZVPD
C -1.62823 0.40559 2.40688
C -2.77620 1.15925 2.86236
N -3.73597 1.67558 3.27228
C -0.42649 1.14360 2.83796
N 0.55328 1.62982 3.25225
H -1.57935 -0.59525 2.96579
C -1.63775 -0.31897 0.67393
C -0.40387 -0.87088 0.41672
C 0.39563 -0.52768 -0.70538
C 1.79848 -0.92570 -0.63745
C 2.66064 -0.62238 -1.65538
C 2.20642 0.06482 -2.79356
C 0.86915 0.41169 -2.91071
C -0.04727 0.12498 -1.86686
H -2.30433 -0.79605 1.42069
H -2.18302 0.28679 -0.05553
H 0.05910 -1.43291 1.22612
H 2.11666 -1.48834 0.24962
H 3.71528 -0.91354 -1.56935
H 2.91364 0.29975 -3.58156
H 0.52835 0.91448 -3.81786
H -1.09417 0.37537 -1.99099
```

Output
**Net charge**: 0
**Kohn-Sham gap (alpha / beta)**: 8.000 / 8.286 eV
**Spin multiplicity**: 2
**⟨S²⟩**: 0.791


Looking at maximum force for the records above, in order, we have 0.42 15.39 3.68 1.70 7.25 0.50 6.88 2.17 0.68 2.07 1.03 4.49 eV Å⁻¹.